A single C4HClFNO molecule at a distorted geometry. Source: the OMol25 dataset; level of theory: ωB97M-V/def2-TZVPD.

XYZ file:
```
9
Properties=species:S:1:pos:R:3:lowdin_charge:R:1
N 2.677 -1.715 -0.184 0.1931
C 1.811 -1.022 0.149 -0.1243
C 0.829 -0.032 0.512 -0.4518
O 1.076 0.803 1.323 0.1197
C -0.440 -0.231 -0.233 -0.0215
C -1.399 0.710 -0.277 -0.7254
F -2.535 0.394 -0.881 0.0429
Cl -1.391 2.281 0.349 0.8266
H -0.630 -1.187 -0.758 0.1408
```

The energy above the lowest of the compared OMol25 structures with the same formula, charge and spin is 0.0 kJ/mol. The value obtained for the HOMO energy is -0.397 Eh. The value obtained for the LUMO energy is -0.0410 Ha. Its SMILES is N#CC(=O)/C=C(/F)Cl.